ORCA calculation (ωB97M-V/def2-TZVPD) on a molecular structure, C21H15F5N3OPbS.

XYZ file:
```
47
C21H15F5N3OPbS (ωB97M-V/def2-TZVPD)
Pb -0.056 -1.132 -0.293
N -2.296 -4.548 -2.631
C -1.940 -3.635 -1.661
S -0.331 -3.859 -1.003
N -2.868 -2.790 -1.314
N -2.473 -1.967 -0.280
C -3.388 -1.471 0.458
C -3.107 -0.641 1.619
C -4.174 0.055 2.191
C -4.021 0.822 3.327
C -2.763 0.883 3.924
C -1.696 0.194 3.394
C -1.822 -0.586 2.227
O -0.778 -1.236 1.782
H -1.530 -4.934 -3.154
H -3.118 -4.290 -3.157
H -4.432 -1.701 0.229
H -5.147 -0.022 1.717
H -4.860 1.360 3.748
H -2.617 1.480 4.817
H -0.715 0.237 3.849
C 1.705 3.098 -1.621
C 1.477 1.810 -2.359
C 0.308 1.607 -3.089
C 0.091 0.424 -3.778
C 1.046 -0.583 -3.748
C 2.211 -0.396 -3.019
C 2.420 0.788 -2.328
H 0.958 3.237 -0.841
H 1.648 3.950 -2.300
H 2.685 3.106 -1.145
H -0.444 2.388 -3.111
H -0.832 0.281 -4.326
H 0.865 -1.524 -4.251
H 2.951 -1.185 -2.966
H 3.321 0.917 -1.741
F 3.744 -1.658 0.831
C 3.284 -0.461 1.282
C 2.005 -0.051 0.992
C 1.652 1.182 1.490
F 0.394 1.667 1.280
C 2.499 1.992 2.232
F 2.122 3.194 2.701
C 3.779 1.535 2.496
F 4.627 2.289 3.214
C 4.184 0.299 2.021
F 5.432 -0.124 2.294
```

Computed properties:
LUMO in eV: 2.831
ΔE to the lowest compared entry with this formula, charge and spin in kJ/mol: 67.5
Calculated total energy in Eh: -2139.17326
Charge: -1
2S+1: 1
Frontier orbital gap in eV: 7.3

=====

ORCA calculation (ωB97M-V/def2-TZVPD) on a molecular structure, C21H15F6MnN2O4S6.

XYZ file:
```
55
C21H15F6MnN2O4S6 (ωB97M-V/def2-TZVPD)
Mn 0.627 0.438 -0.112
S -0.136 2.982 -1.772
C -0.628 3.306 -0.109
C -1.966 3.661 0.115
C -2.444 3.908 1.383
C -1.598 3.786 2.484
C -0.273 3.456 2.286
C 0.224 3.212 1.003
S 1.975 2.989 0.733
C 2.480 1.963 2.140
C 3.271 0.740 1.739
C 4.282 0.282 2.576
C 4.859 -0.946 2.315
C 4.408 -1.678 1.231
C 3.423 -1.133 0.420
C 2.952 -1.901 -0.789
S 1.214 -1.756 -1.261
C 0.279 -2.781 -0.143
C -0.146 -3.991 -0.700
C -0.987 -4.837 -0.005
C -1.417 -4.456 1.259
C -1.016 -3.254 1.806
C -0.166 -2.365 1.129
S 0.249 -0.852 1.938
N 2.890 0.061 0.659
H -2.632 3.690 -0.739
H -3.488 4.157 1.525
H -1.968 3.958 3.487
H 0.396 3.410 3.137
H 1.572 1.610 2.635
H 3.053 2.555 2.853
H 4.577 0.871 3.434
H 5.638 -1.337 2.957
H 4.808 -2.659 1.009
H 3.198 -2.957 -0.696
H 3.457 -1.512 -1.677
H 0.177 -4.241 -1.703
H -1.325 -5.762 -0.455
H -2.095 -5.092 1.815
H -1.380 -2.949 2.778
F -3.725 1.786 -1.911
C -3.980 0.680 -1.212
F -4.148 1.020 0.068
F -5.123 0.156 -1.660
S -2.617 -0.541 -1.359
O -1.536 0.118 -0.632
O -3.152 -1.725 -0.752
N -2.434 -0.690 -2.885
S -1.090 -0.151 -3.657
O 0.814 1.699 -1.677
O -0.547 -1.229 -4.505
C -2.041 0.872 -4.885
F -2.593 1.937 -4.301
F -2.996 0.177 -5.505
F -1.178 1.311 -5.813
```

Computed properties:
LUMO (spin up / spin down) in eV: 2.224 / 2.219
Expectation value of S²: 8.757
Calculated total energy in Eh: -5359.18222
Charge: -1
2S+1: 6
Frontier orbital gap (spin up / spin down) in eV: 6.5 / 6.6